Entry from the OMol25 dataset: a cluster of 2 separate species, C11H18 in total (ωB97M-V/def2-TZVPD).

Geometry (Å):
1 C -1.312 -2.321 -0.172
2 C 1.052 3.655 -0.065
3 C -1.308 -3.212 0.885
4 C 1.125 -2.807 1.102
5 C -0.249 -0.503 -1.516
6 C 0.118 2.039 1.784
7 C -0.120 -1.722 -0.656
8 C -0.762 -0.663 -2.964
9 C 1.154 -1.952 -0.038
10 C 0.178 3.483 1.188
11 C -0.073 -3.395 1.506
12 H 0.390 4.108 2.165
13 H -2.234 -2.131 -0.715
14 H 2.057 -1.692 -0.550
15 H 2.080 3.840 0.195
16 H -1.064 0.316 -3.403
17 H -1.844 -1.228 -3.121
18 H 0.783 0.022 -1.622
19 H -0.237 1.382 1.109
20 H 2.025 -2.935 1.634
21 H -0.886 3.699 0.929
22 H -0.424 2.033 2.703
23 H -0.997 0.118 -1.015
24 H -0.158 -3.927 2.371
25 H 1.202 2.772 -0.778
26 H -2.200 -3.776 1.228
27 H 0.708 4.530 -0.623
28 H -0.030 -1.206 -3.491
29 H 1.024 1.473 1.933

Summary:
HOMO (eV): -8.823
Strongest force on any atom (Eh/bohr): 0.077
HOMO-LUMO gap (eV): 9.7
E_LUMO (eV): 0.9
Relative energy (zero: lowest compared OMol25 entry of this formula, charge and spin) (kJ/mol): 212.8



Entry from the OMol25 dataset: a structure of composition C11H18B2CrF4N6O4 (ωB97M-V/def2-TZVPD).

Geometry (Å):
1 Cr 0.355 0.255 -0.224
2 F 1.501 -1.045 0.073
3 F -2.502 1.796 -3.318
4 F 2.995 -0.548 3.277
5 F 0.132 -0.333 -1.848
6 O 2.659 0.874 1.513
7 O -2.339 0.933 -1.202
8 O 0.808 -0.290 2.653
9 O -0.546 2.273 -2.220
10 N -0.906 -2.112 -0.161
11 N -0.107 0.128 1.741
12 N -0.157 -4.195 -1.252
13 N 0.309 2.049 -1.191
14 N 1.850 1.370 0.546
15 N -1.598 0.695 -0.089
16 C -1.329 0.179 2.136
17 C 1.282 2.882 -1.087
18 C -1.816 -0.087 3.503
19 C 2.230 2.467 -0.009
20 C -0.535 -3.102 -0.667
21 C 3.435 3.240 0.341
22 C -3.700 0.693 1.192
23 C -0.499 -4.429 -2.662
24 C 0.581 -5.227 -0.501
25 C 1.483 4.076 -1.929
26 C -2.243 0.551 1.014
27 B -1.785 1.651 -2.255
28 B 2.156 -0.008 2.459
29 H -3.913 1.249 2.107
30 H 1.030 -5.906 -1.220
31 H -0.131 -5.769 0.129
32 H -1.066 -0.585 4.109
33 H -4.138 -0.305 1.315
34 H -0.969 -5.413 -2.734
35 H 3.136 4.116 0.930
36 H -2.731 -0.680 3.467
37 H 1.335 -4.752 0.125
38 H 0.536 4.464 -2.297
39 H 3.916 3.612 -0.564
40 H 4.136 2.651 0.926
41 H -1.158 -3.645 -3.022
42 H 2.027 4.847 -1.389
43 H -4.170 1.172 0.339
44 H -2.074 0.866 3.980
45 H 2.082 3.789 -2.803
46 H 0.438 -4.448 -3.228

Summary:
HOMO (alpha / beta) (eV): -19.185 / -18.876
Spin multiplicity: 2
Strongest force on any atom (Eh/bohr): 0.032
HOMO-LUMO gap (alpha / beta) (eV): 4.4 / 4.3
E_LUMO (alpha / beta) (eV): -14.8 / -14.6
Charge: +3
Relative energy (zero: lowest compared OMol25 entry of this formula, charge and spin) (kJ/mol): 0.0



Entry from the OMol25 dataset: a cluster of 3 separate species, C11H18BF2N2O4 in total (ωB97M-V/def2-TZVPD).

Geometry (Å):
1 F 2.671 3.256 1.344
2 F 0.955 -0.374 3.796
3 O 3.448 -0.334 -4.655
4 O 1.984 0.976 -5.528
5 O -0.979 -1.983 -2.664
6 O -3.002 -2.374 -2.037
7 N 2.401 0.281 -4.624
8 N -1.895 -2.724 -2.380
9 C 1.571 0.146 -3.397
10 C -2.094 0.034 0.322
11 C -2.789 0.483 2.584
12 C -0.852 1.656 1.654
13 C 2.421 1.052 2.487
14 C 1.740 -0.298 2.624
15 C 0.285 2.625 1.814
16 C -1.057 0.954 0.458
17 C -2.967 -0.213 1.388
18 C -1.746 1.402 2.708
19 C -1.614 -4.184 -2.443
20 B 1.784 2.081 1.392
21 H -1.318 -4.411 -3.462
22 H -2.218 -0.530 -0.591
23 H -3.446 0.308 3.427
24 H 1.338 -0.908 -3.284
25 H 1.779 1.591 0.259
26 H 3.463 0.875 2.205
27 H 2.158 0.502 -2.555
28 H -3.761 -0.940 1.277
29 H 2.462 -1.115 2.702
30 H -0.378 1.115 -0.366
31 H 0.072 3.515 1.214
32 H 0.673 0.737 -3.523
33 H 2.443 1.525 3.472
34 H -1.604 1.922 3.645
35 H 0.315 2.960 2.855
36 H -0.795 -4.383 -1.758
37 H -2.513 -4.716 -2.157
38 H 1.064 -0.510 1.796

Summary:
HOMO (eV): -4.709
Strongest force on any atom (Eh/bohr): 0.012
HOMO-LUMO gap (eV): 6.6
E_LUMO (eV): 1.9
Charge: -1



Entry from the OMol25 dataset: a structure of composition C11H18BiCl2N2 (ωB97M-V/def2-TZVPD).

Geometry (Å):
1 Bi -1.284 -0.157 0.033
2 Cl -0.679 1.796 1.576
3 Cl -0.928 -2.323 -1.365
4 N 0.149 -1.850 1.894
5 N 1.275 -3.673 2.470
6 C -0.385 3.796 -1.920
7 C 0.928 3.264 -1.352
8 C -1.402 1.501 -1.883
9 C -2.683 0.568 -1.293
10 C 1.115 1.736 -1.519
11 C 0.753 -2.942 1.432
12 C -0.138 0.922 -1.695
13 C 1.964 -4.951 2.360
14 C 0.972 -2.995 3.647
15 C -1.565 2.973 -1.420
16 C 0.278 -1.861 3.275
17 H 1.769 3.775 -1.836
18 H -0.125 -1.081 3.901
19 H -1.575 2.995 -0.322
20 H -2.520 3.380 -1.777
21 H 0.982 3.501 -0.282
22 H -0.511 4.847 -1.642
23 H 1.294 -5.784 2.619
24 H -1.608 1.511 -2.974
25 H -0.356 3.750 -3.016
26 H 0.833 -3.268 0.403
27 H 1.260 -3.350 4.621
28 H 1.701 1.359 -0.669
29 H -2.942 -0.137 -2.083
30 H 1.746 1.571 -2.409
31 H -3.473 1.222 -0.927
32 H 0.027 -0.036 -2.208
33 H 2.302 -5.081 1.326
34 H 2.827 -4.974 3.036

Summary:
HOMO (eV): -2.713
Strongest force on any atom (Eh/bohr): 0.138
HOMO-LUMO gap (eV): 5.5
E_LUMO (eV): 2.8
Charge: -1
Relative energy (zero: lowest compared OMol25 entry of this formula, charge and spin) (kJ/mol): 0.0



Entry from the OMol25 dataset: a structure of composition C11H18Br8F3NO2 (ωB97M-V/def2-TZVPD).

Geometry (Å):
1 Br -0.301 -0.143 2.641
2 Br 1.467 -0.308 -2.458
3 Br -5.092 -1.483 -2.346
4 Br -4.891 2.835 -2.144
5 Br 5.175 1.438 2.955
6 Br -1.926 -3.305 1.639
7 Br 3.868 -1.918 -0.159
8 Br 3.119 2.723 0.169
9 F -6.074 1.752 0.176
10 F -4.834 -0.553 0.396
11 F -6.931 0.879 -1.932
12 O -0.888 -0.618 -1.986
13 O -0.544 1.708 -2.790
14 N 0.678 1.003 -0.730
15 C -3.092 0.412 -1.307
16 C 3.309 -0.869 -2.768
17 C -0.118 -1.934 3.391
18 C -5.687 1.255 -1.179
19 C -1.979 -0.755 -0.966
20 C -4.646 -0.014 -1.003
21 C -0.266 0.724 -1.893
22 C 3.863 2.881 2.933
23 C -0.122 -2.985 2.306
24 C 2.681 2.532 2.060
25 C 3.606 -2.178 -2.074
26 H 0.212 1.684 -0.065
27 H 2.322 1.508 2.203
28 H -2.393 -1.851 -1.023
29 H 0.841 -1.926 3.917
30 H 4.388 3.785 2.612
31 H 1.597 1.375 -1.068
32 H 0.210 -3.949 2.701
33 H 3.393 -0.979 -3.853
34 H 4.548 -2.600 -2.435
35 H -3.002 0.608 -2.480
36 H 2.812 -2.921 -2.190
37 H -1.470 -0.582 0.098
38 H 3.552 2.998 3.975
39 H 3.952 -0.048 -2.440
40 H 0.495 -2.720 1.443
41 H -0.925 -2.059 4.119
42 H -2.760 1.368 -0.679
43 H 1.855 3.228 2.232

Summary:
HOMO (eV): -9.253
Strongest force on any atom (Eh/bohr): 0.163
HOMO-LUMO gap (eV): 8.6
E_LUMO (eV): -0.6



Entry from the OMol25 dataset: a cluster of 2 separate species, C11H18BrCl in total (ωB97M-V/def2-TZVPD).

Geometry (Å):
1 Br 3.608 -0.495 -1.088
2 Cl -0.873 1.657 2.343
3 C -0.922 3.366 -0.191
4 C 0.122 1.341 1.017
5 C -2.027 -3.024 0.161
6 C 1.521 -1.432 0.342
7 C 1.559 3.104 0.209
8 C 0.137 2.301 -0.144
9 C 0.337 1.531 -1.412
10 C -0.650 -2.755 -0.157
11 C 1.705 -0.921 -1.013
12 C -2.575 -4.234 0.312
13 C 0.014 -1.597 0.551
14 H -0.484 -0.695 0.390
15 H 2.018 -0.816 1.169
16 H -0.347 -2.722 -1.191
17 H 2.288 2.712 -0.481
18 H 1.848 2.855 1.318
19 H -3.406 -4.279 0.839
20 H 0.925 2.039 -2.241
21 H -2.673 -2.168 0.313
22 H 1.477 4.098 0.047
23 H -1.788 -5.076 0.336
24 H -0.609 1.342 -1.824
25 H -0.754 4.336 0.303
26 H -0.020 -3.622 0.141
27 H 0.850 0.628 -1.113
28 H 1.956 -2.390 0.315
29 H -1.134 3.584 -1.231
30 H -0.213 -1.706 1.721
31 H -1.889 3.039 0.260

Summary:
HOMO (eV): -8.496
Strongest force on any atom (Eh/bohr): 0.125
HOMO-LUMO gap (eV): 7.9
E_LUMO (eV): -0.6
Relative energy (zero: lowest compared OMol25 entry of this formula, charge and spin) (kJ/mol): 434.0



Entry from the OMol25 dataset: a structure of composition C11H18F2N4O2Os (ωB97M-V/def2-TZVPD).

Geometry (Å):
1 Os -3.831 -9.937 4.099
2 F -3.857 -7.019 4.556
3 F -4.875 -8.154 6.156
4 O -3.953 -11.857 3.222
5 O -5.058 -9.826 2.597
6 N -2.970 -10.748 5.780
7 N -5.573 -10.963 2.030
8 N -4.072 -11.108 6.648
9 N -5.009 -12.075 2.516
10 C -6.462 -10.951 1.009
11 C -6.598 -12.147 0.215
12 C -3.565 -13.441 6.846
13 C -7.406 -12.034 -0.906
14 C -8.003 -9.753 -0.337
15 C -3.743 -12.188 7.665
16 C -8.153 -10.888 -1.195
17 C -4.648 -8.129 4.755
18 C -7.063 -9.745 0.707
19 C -2.519 -11.793 8.521
20 C -5.015 -12.083 8.505
21 H -2.504 -12.305 9.530
22 H -1.543 -11.940 8.019
23 H -7.590 -12.906 -1.503
24 H -4.412 -10.289 7.108
25 H -6.975 -8.841 1.316
26 H -6.007 -12.149 7.928
27 H -4.416 -13.743 6.217
28 H -2.696 -10.709 8.730
29 H -4.912 -11.164 9.028
30 H -5.628 -7.923 4.225
31 H -2.351 -10.194 6.393
32 H -6.186 -13.069 0.605
33 H -8.673 -8.862 -0.583
34 H -2.503 -11.685 5.439
35 H -4.909 -12.813 9.298
36 H -3.383 -14.246 7.590
37 H -2.652 -13.328 6.196
38 H -8.842 -10.802 -2.029

Summary:
HOMO (alpha / beta) (eV): -16.330 / -16.200
Spin multiplicity: 5
Strongest force on any atom (Eh/bohr): 0.090
HOMO-LUMO gap (alpha / beta) (eV): 7.6 / 5.0
E_LUMO (alpha / beta) (eV): -8.7 / -11.2
Charge: +2
Relative energy (zero: lowest compared OMol25 entry of this formula, charge and spin) (kJ/mol): 41.3



Entry from the OMol25 dataset: a cluster of 2 separate species, C11H18N2O in total (ωB97M-V/def2-TZVPD).

Geometry (Å):
1 O -0.500 -1.168 2.823
2 N 0.829 -1.119 4.685
3 N -0.494 -0.212 -4.989
4 C -1.273 0.840 -1.961
5 C 1.056 0.401 -2.190
6 C -0.210 -0.507 3.769
7 C -0.048 1.968 -3.804
8 C -0.197 -0.659 -0.495
9 C 0.996 -0.458 -1.125
10 C -0.078 1.044 -2.619
11 C -0.801 0.799 4.178
12 C 2.003 -1.720 3.978
13 C -0.673 1.242 -5.061
14 C -1.331 -0.018 -0.889
15 H 1.895 -0.975 -0.804
16 H -1.739 1.510 -5.099
17 H -0.253 -1.357 0.335
18 H 2.571 -0.924 3.503
19 H -1.770 0.910 3.699
20 H 1.098 -0.475 5.430
21 H -0.939 0.837 5.263
22 H 0.118 -0.569 -5.706
23 H 1.951 0.604 -2.762
24 H -1.366 -0.715 -4.955
25 H -2.281 -0.171 -0.387
26 H 2.613 -2.216 4.730
27 H -0.677 2.825 -3.522
28 H -2.153 1.353 -2.331
29 H 1.644 -2.442 3.253
30 H 0.328 -1.915 5.114
31 H -0.171 1.668 -5.933
32 H -0.146 1.616 3.871

Summary:
HOMO (eV): -3.279
Strongest force on any atom (Eh/bohr): 0.043
HOMO-LUMO gap (eV): 1.6
E_LUMO (eV): -1.6
Relative energy (zero: lowest compared OMol25 entry of this formula, charge and spin) (kJ/mol): 721.6



- strongest force on any atom of number 1 (C11H18)?
  0.077 Eh/bohr